Entry from the OMol25 dataset: 10 unconnected molecules or ions with the total composition C48H90N6O14 in a non-equilibrium geometry (ωB97M-V with the def2-TZVPD basis set).

The HOMO-LUMO gap is 8.252 eV.

ORCA input file:
```
! RIJCOSX wB97M-V def2-TZVPD def2/J DEFGRID3
* xyz 0 1
C 3.95 2.68 -7.66
C 4.71 2.46 -6.31
C 3.63 1.84 -5.28
O 4.16 1.48 -3.97
C 4.43 2.74 -3.31
N 5.79 1.52 -6.44
H 3.22 3.48 -7.58
H 3.46 1.76 -8.07
H 4.67 2.85 -8.44
H 5.12 3.42 -5.92
H 3.30 0.88 -5.72
H 2.71 2.46 -5.24
H 5.18 3.35 -3.79
H 4.61 2.52 -2.29
H 3.55 3.35 -3.29
H 5.50 0.79 -7.10
H 5.87 1.04 -5.52
C 0.78 -4.39 2.71
C -0.27 -4.15 1.63
C -0.86 -5.51 1.20
O -1.55 -6.03 2.31
C -1.09 -7.29 2.78
N -1.32 -3.28 2.14
H 1.14 -3.46 3.18
H 1.65 -4.90 2.33
H 0.38 -4.94 3.55
H 0.10 -3.62 0.76
H -0.02 -6.15 0.91
H -1.61 -5.44 0.38
H -1.67 -7.50 3.65
H -0.09 -7.25 3.17
H -1.29 -8.05 2.01
H -1.72 -3.82 2.93
H -2.06 -3.07 1.51
C 0.11 -1.86 5.72
C 1.13 -0.70 5.95
C 0.60 0.58 5.30
O 1.57 1.63 5.37
C 1.14 2.89 4.90
N 1.51 -0.45 7.33
H 0.45 -2.87 6.08
H -0.13 -2.01 4.66
H -0.74 -1.59 6.35
H 2.07 -0.94 5.48
H -0.29 0.83 5.89
H 0.30 0.38 4.25
H 2.04 3.53 4.97
H 0.37 3.32 5.56
H 0.79 2.89 3.86
H 0.65 -0.74 7.80
H 1.60 0.55 7.47
C 2.36 3.34 0.96
C 3.75 2.81 1.14
C 4.67 3.72 1.85
O 4.65 5.08 1.32
C 5.47 5.31 0.15
N 3.71 1.48 1.84
H 2.38 4.28 0.34
H 1.80 3.51 1.89
H 1.71 2.58 0.47
H 4.19 2.57 0.15
H 5.73 3.36 1.81
H 4.32 3.84 2.86
H 6.51 5.08 0.37
H 5.55 6.41 -0.01
H 5.04 4.84 -0.73
H 3.03 0.83 1.48
H 3.65 1.53 2.86
C -3.70 -1.65 4.06
C -3.75 -0.75 2.77
C -4.53 0.46 3.04
O -4.44 1.41 1.95
C -5.39 2.50 2.08
N -2.38 -0.37 2.47
H -2.83 -1.37 4.65
H -3.55 -2.69 3.77
H -4.64 -1.67 4.62
H -4.18 -1.27 1.89
H -4.17 0.98 3.93
H -5.59 0.21 3.23
H -5.31 3.21 1.23
H -5.23 3.11 2.97
H -6.38 2.00 2.00
H -2.25 0.08 1.57
H -1.91 -1.26 2.50
C 0.86 1.29 -2.69
C 1.79 0.59 -1.70
C 0.95 -0.14 -0.65
O 1.87 -0.54 0.37
C 1.14 -0.87 1.57
N 2.59 -0.41 -2.42
H 0.29 2.01 -2.12
H 0.12 0.59 -3.06
H 1.40 1.71 -3.51
H 2.51 1.20 -1.16
H 0.37 -1.00 -1.04
H 0.22 0.52 -0.16
H 0.51 -0.04 1.87
H 1.84 -1.14 2.36
H 0.50 -1.78 1.46
H 3.05 0.10 -3.17
H 3.35 -0.78 -1.91
C 0.46 -6.12 -3.49
C 0.65 -4.81 -3.93
C 1.31 -3.87 -3.19
C 1.78 -4.16 -1.95
C 1.59 -5.45 -1.44
C 0.92 -6.42 -2.18
O 0.78 -7.73 -1.79
O 1.39 -2.63 -3.82
H 0.16 -6.96 -4.11
H 0.39 -4.57 -4.95
H 2.34 -3.41 -1.38
H 2.06 -5.64 -0.47
H 1.04 -7.70 -0.85
H 1.89 -1.99 -3.26
C -2.14 -2.70 -1.92
C -1.68 -2.33 -3.13
C -2.58 -1.73 -4.00
C -3.92 -1.48 -3.67
C -4.37 -1.91 -2.37
C -3.47 -2.58 -1.52
O -3.79 -3.07 -0.29
O -2.17 -1.27 -5.27
H -1.46 -3.08 -1.15
H -0.64 -2.42 -3.38
H -4.61 -1.00 -4.32
H -5.43 -1.79 -2.10
H -4.74 -2.97 -0.20
H -1.24 -1.44 -5.37
C -3.32 1.94 -3.47
C -2.96 1.36 -2.27
C -3.90 1.13 -1.30
C -5.19 1.58 -1.54
C -5.59 2.17 -2.76
C -4.59 2.38 -3.74
O -4.90 2.91 -4.92
O -3.58 0.39 -0.24
H -2.59 1.97 -4.28
H -1.97 1.10 -2.00
H -5.90 1.46 -0.74
H -6.63 2.48 -2.92
H -4.15 2.85 -5.53
H -4.00 0.77 0.57
C -0.98 3.74 0.12
C -1.33 2.78 1.12
C -1.32 3.07 2.52
C -1.16 4.42 2.80
C -0.81 5.41 1.83
C -0.63 4.95 0.48
O -0.31 5.80 -0.52
O -1.70 2.32 3.59
H -0.94 3.40 -0.91
H -1.63 1.76 0.78
H -1.20 4.68 3.89
H -0.61 6.43 2.08
H 0.06 6.61 -0.17
H -1.84 1.37 3.40
*
```